Molecular formula: C6H7P
Method: DFT, ωB97M-V with the def2-TZVPD basis set

Geometry as XYZ:
```
14
C6H7P ωB97M-V with the def2-TZVPD basis set
C -0.58296 -1.30746 -0.22270
H -1.63502 -1.04171 0.02521
H -1.63765 1.25257 0.51459
H -1.42328 1.81638 -1.26800
C 2.44224 1.15988 -0.32175
C 0.51073 -0.61820 0.08965
H 3.91435 -0.60492 -0.18919
C -1.10184 1.86224 -0.21314
P 0.70995 1.21347 0.27677
C 2.86216 -0.31733 -0.11172
H -1.00740 2.84979 -0.11866
C 1.86187 -1.15742 0.04723
H -0.43764 -2.29409 -0.68334
H 1.98786 -2.21934 0.25887
```

Its calculated total energy is -573.96832 a.u. The orbital gap (alpha / beta) comes out at 7.34 / 7.34 eV. The SMILES is C=C1C=CC#P1C. The energy above the lowest of the compared OMol25 structures with the same formula, charge and spin comes out at 505.8 kJ/mol. As for the molecular weight: 110.1 g/mol. The value obtained for the HOMO energy (alpha / beta) is -8.13 / -8.12 eV.